Entry 1:
A 3-piece molecular cluster, C4H17N2O2 overall in a non-equilibrium geometry. Source: OMol25; level of theory: ωB97M-V/def2-TZVPD.

The geometry in XYZ format:
```
25
C4H17N2O2 (ωB97M-V/def2-TZVPD)
C 0.492 0.063 1.916
N 1.485 0.994 2.428
C 0.575 0.019 0.398
N 0.517 1.410 -0.110
C -0.844 1.928 -0.475
C -1.425 1.203 -1.703
H 0.624 -0.974 2.246
H -0.529 0.297 2.219
H 2.409 0.583 2.355
H 1.321 1.218 3.401
H 1.414 -0.556 0.010
H -0.244 -0.579 0.023
H 1.031 2.011 0.549
H 1.028 1.499 -0.990
H -0.788 2.999 -0.591
H -1.531 1.783 0.357
H -2.215 0.526 -1.409
H -1.898 2.018 -2.249
H -0.722 0.696 -2.346
H -0.126 -3.047 0.998
H 0.155 -3.490 -0.389
O 0.551 -2.961 0.312
H -1.643 -2.468 -2.730
H -0.773 -1.214 -2.986
O -1.166 -1.759 -2.291
```

## Properties
- Gap between HOMO and LUMO: 11.007 eV
- Max |F|: 1.51 eV Å⁻¹
- Net charge: +1



Entry 2:
One molecule with the formula C4H8N2O. Source: OMol25; level of theory: ωB97M-V/def2-TZVPD.

The geometry in XYZ format:
```
15
C4H8N2O (ωB97M-V/def2-TZVPD)
C 1.853 -0.103 0.519
C 1.485 -1.111 -0.521
O 0.260 -1.657 -0.293
C -0.832 -0.836 -0.085
N -1.884 -1.147 0.531
C -0.672 0.459 -0.862
N -0.809 1.616 -0.001
H 1.086 0.328 1.177
H 2.517 0.680 0.137
H 2.495 -0.778 1.112
H 0.330 0.432 -1.313
H -1.831 -2.065 0.974
H -1.363 0.434 -1.716
H -1.281 2.372 -0.480
H -1.354 1.377 0.820
```

## Properties
- Gap between HOMO and LUMO: 8.926 eV
- Max |F|: 0.69 eV Å⁻¹



Entry 3:
A 7-piece molecular cluster, C24H35NO20S3 overall in a non-equilibrium geometry. Source: OMol25; level of theory: ωB97M-V/def2-TZVPD.

The geometry in XYZ format:
```
83
C24H35NO20S3 (ωB97M-V/def2-TZVPD)
C 20.870 1.731 10.980
C 21.524 1.038 12.211
O 22.747 1.620 12.427
S 22.796 3.246 11.918
O 23.943 3.415 10.977
O 22.569 4.230 12.983
O 21.368 3.095 11.034
H 19.787 1.727 10.856
H 21.154 1.363 9.994
H 21.754 -0.025 12.144
H 20.725 1.100 12.949
C 19.933 12.340 15.013
C 19.812 12.897 13.564
O 20.275 11.861 12.670
S 20.070 10.316 13.260
O 21.287 9.587 12.878
O 18.703 9.799 13.145
O 20.366 10.956 14.775
H 19.118 12.360 15.736
H 20.742 12.744 15.623
H 20.648 13.593 13.493
H 18.868 13.295 13.190
C 27.331 3.698 17.095
C 28.608 4.480 16.861
O 28.691 5.385 17.940
S 27.254 5.526 18.777
O 26.309 6.343 18.026
O 27.391 5.714 20.170
O 27.043 3.986 18.497
H 27.397 2.658 16.776
H 26.680 4.296 16.457
H 28.834 4.942 15.900
H 29.406 3.762 17.050
C 25.644 11.613 12.087
C 25.539 12.795 12.869
C 24.820 13.943 12.407
C 24.237 13.928 11.092
C 24.309 12.681 10.378
C 25.065 11.554 10.820
N 23.439 15.110 10.593
O 24.072 16.167 10.787
O 22.305 15.002 10.026
H 26.318 10.840 12.425
H 26.020 12.694 13.830
H 24.768 14.825 13.029
H 23.905 12.526 9.388
H 25.100 10.697 10.163
O 27.532 10.486 15.275
C 28.364 9.597 15.518
O 29.462 9.508 14.828
C 30.225 8.362 15.343
C 29.705 8.293 16.784
C 28.269 8.564 16.620
H 31.303 8.487 15.246
H 30.005 7.448 14.791
H 30.184 9.118 17.312
H 29.878 7.376 17.347
H 27.774 8.947 17.512
H 27.536 7.865 16.218
O 24.705 8.399 9.133
C 24.927 7.708 8.181
O 24.027 7.668 7.153
C 24.419 7.059 5.949
C 25.891 6.598 6.319
C 25.998 6.718 7.850
H 24.334 7.878 5.235
H 23.790 6.216 5.661
H 26.582 7.321 5.887
H 26.206 5.603 6.003
H 26.961 7.141 8.139
H 25.747 5.826 8.425
O 27.117 6.574 14.205
C 26.032 6.815 13.656
O 24.962 6.748 14.370
C 23.830 7.285 13.721
C 24.342 7.966 12.458
C 25.658 7.250 12.244
H 23.069 7.822 14.288
H 23.203 6.432 13.461
H 24.517 8.993 12.777
H 23.567 7.920 11.693
H 26.288 8.074 11.908
H 25.659 6.412 11.547
```

## Properties
- Gap between HOMO and LUMO (alpha / beta): 6.892 / 3.108 eV
- Spin multiplicity: 2
- Max |F|: 4.52 eV Å⁻¹
- Net charge: +1
- ⟨S²⟩: 0.77



Entry 4:
C24H16Cl5F3N9O2S2Ti as an isolated structure in a non-equilibrium geometry. Source: OMol25; level of theory: ωB97M-V/def2-TZVPD.

The geometry in XYZ format:
```
62
C24H16Cl5F3N9O2S2Ti (ωB97M-V/def2-TZVPD)
Ti -0.019 -0.707 1.239
C -3.344 0.462 5.258
S -2.786 1.730 4.109
C -1.432 0.932 3.289
S -1.124 -0.783 3.485
N -0.755 1.743 2.547
N 0.191 1.069 1.793
C 1.491 1.558 1.780
C 2.438 0.571 1.856
C 3.862 0.783 1.882
C 4.696 -0.243 2.152
C 4.162 -1.548 2.396
C 2.820 -1.721 2.289
N 1.946 -0.730 1.990
H -4.160 0.914 5.821
H -2.547 0.173 5.940
H -3.704 -0.416 4.727
H 1.686 2.611 1.925
H 4.236 1.781 1.693
H 5.767 -0.084 2.184
H 4.801 -2.384 2.641
H 2.377 -2.700 2.436
N -0.435 -1.878 -3.255
C -0.448 -0.541 -3.408
N -0.081 -0.046 -4.598
C -0.044 1.280 -4.641
N 0.416 1.852 -5.788
N -0.412 2.116 -3.661
C -0.814 1.495 -2.553
N -0.804 0.192 -2.341
C -1.303 2.370 -1.444
C -0.681 3.583 -1.179
C -1.170 4.355 -0.138
C -2.263 3.898 0.576
C -2.819 2.677 0.224
N -2.354 1.920 -0.762
H -0.326 -2.428 -4.088
H -0.931 -2.262 -2.458
H 0.485 1.258 -6.595
H 0.213 2.827 -5.918
H 0.166 3.891 -1.775
H -0.696 5.294 0.118
H -2.663 4.453 1.414
H -3.666 2.277 0.772
Cl 2.356 0.279 -1.594
C 2.131 -1.390 -1.155
C 1.115 -1.720 -0.267
C 1.035 -3.059 0.058
Cl -0.125 -3.459 1.322
C 1.845 -4.055 -0.471
Cl 1.628 -5.707 -0.015
C 2.830 -3.688 -1.376
Cl 3.864 -4.885 -2.065
C 2.984 -2.338 -1.709
Cl 4.235 -1.879 -2.805
F -4.354 -0.612 -1.380
C -4.004 -1.251 -0.255
F -4.355 -0.485 0.781
F -4.743 -2.375 -0.190
C -2.491 -1.602 -0.278
O -2.139 -2.475 -1.046
O -1.788 -0.895 0.516
```

## Properties
- Gap between HOMO and LUMO (alpha / beta): 6.046 / 6.152 eV
- Max |F|: 1.29 eV Å⁻¹
- Net charge: -1



Entry 5:
A 2-piece molecular cluster, C4H6N2O overall. Source: OMol25; level of theory: ωB97M-V/def2-TZVPD.

The geometry in XYZ format:
```
13
C4H6N2O (ωB97M-V/def2-TZVPD)
C -1.916 0.442 0.419
O -1.551 -0.137 -0.844
C -0.371 0.198 -1.318
N 0.432 1.041 -0.932
N 1.539 1.516 -0.601
C 1.934 -1.368 0.337
C 1.242 -2.283 0.701
H -2.909 0.059 0.656
H -1.195 0.145 1.186
H -1.943 1.533 0.327
H 1.591 2.474 -0.964
H 2.500 -0.514 0.015
H 0.644 -3.109 1.017
```

## Properties
- Gap between HOMO and LUMO (alpha / beta): 9.307 / 9.306 eV
- Max |F|: 0.50 eV Å⁻¹



Entry 6:
A 2-piece molecular cluster, CH5N4O2 overall in a non-equilibrium geometry. Source: OMol25; level of theory: ωB97M-V/def2-TZVPD.

The geometry in XYZ format:
```
12
CH5N4O2 (ωB97M-V/def2-TZVPD)
C -1.457 0.412 2.782
N 1.653 -0.577 -1.884
N -2.205 0.556 3.666
N 1.315 -0.360 -0.725
N 0.125 0.022 -0.449
O -0.566 0.228 2.019
O 0.828 -0.504 -2.966
H 2.682 -0.796 -1.981
H -2.852 1.295 3.923
H -0.576 0.267 -1.062
H -0.203 0.210 0.454
H 1.255 -0.753 -3.776
```

## Properties
- Gap between HOMO and LUMO: 10.810 eV
- Max |F|: 3.46 eV Å⁻¹
- Net charge: +1



Entry 7:
C40H29F15GeLuN6O2S2 as an isolated structure in a non-equilibrium geometry. Source: OMol25; level of theory: ωB97M-V/def2-TZVPD.

The geometry in XYZ format:
```
96
C40H29F15GeLuN6O2S2 (ωB97M-V/def2-TZVPD)
Lu 10.910 12.742 14.979
C 6.621 11.895 14.802
C 7.879 12.184 15.574
O 8.761 12.889 14.946
C 8.023 11.719 16.871
C 9.122 11.999 17.690
C 8.940 11.788 19.179
N 10.257 12.485 17.267
N 11.172 12.843 18.221
C 12.190 13.441 17.666
O 12.338 13.673 16.427
C 13.160 14.057 18.591
C 12.916 14.429 19.914
C 13.979 14.900 20.722
C 15.257 14.943 20.229
C 15.491 14.579 18.927
C 14.444 14.162 18.117
H 7.014 11.726 13.769
H 5.938 12.781 14.811
H 6.051 11.030 15.173
H 7.183 11.249 17.342
H 8.102 11.120 19.315
H 8.788 12.760 19.770
H 9.784 11.303 19.627
H 11.892 14.416 20.334
H 13.828 15.204 21.797
H 16.086 15.254 20.810
H 16.486 14.556 18.536
H 14.642 13.938 17.079
S 13.384 12.488 13.587
C 13.573 11.206 14.724
C 14.676 10.327 14.732
C 14.699 9.308 15.674
C 13.713 9.170 16.591
C 12.683 10.095 16.566
N 12.591 11.033 15.648
H 15.424 10.487 13.951
H 15.510 8.599 15.611
H 13.714 8.482 17.385
H 11.797 10.090 17.227
C 13.866 16.259 14.990
N 12.599 16.188 14.354
C 12.673 15.821 12.936
C 11.443 15.951 15.033
N 10.561 15.070 14.681
N 11.252 16.718 16.115
C 11.783 18.051 16.260
C 10.299 16.377 17.166
H 14.398 15.276 14.878
H 13.843 16.404 16.050
H 14.490 17.031 14.526
H 13.208 16.585 12.377
H 11.648 15.748 12.543
H 13.214 14.896 12.844
H 9.612 15.277 15.088
H 12.468 18.310 15.430
H 12.306 18.105 17.223
H 10.923 18.763 16.302
H 9.391 16.959 17.051
H 10.750 16.644 18.121
H 10.087 15.314 17.138
F 6.977 10.552 9.607
C 7.132 11.675 10.309
C 8.238 11.937 11.114
C 8.233 13.162 11.740
F 9.332 13.522 12.469
C 7.232 14.137 11.638
F 7.248 15.265 12.302
C 6.132 13.746 10.919
F 5.053 14.521 10.824
C 6.021 12.517 10.286
F 4.938 12.267 9.554
Ge 9.734 10.690 11.563
S 9.928 10.423 13.615
C 9.238 9.035 10.506
C 9.791 8.544 9.360
F 10.924 9.099 8.862
C 9.331 7.398 8.706
F 9.896 6.877 7.636
C 8.189 6.802 9.138
F 7.586 5.883 8.387
C 7.523 7.318 10.268
F 6.466 6.626 10.717
C 8.050 8.429 10.909
F 7.276 9.019 11.880
C 11.352 11.525 10.739
C 11.557 12.731 10.099
F 10.532 13.562 9.916
C 12.799 13.239 9.804
F 12.914 14.521 9.443
C 13.932 12.399 9.915
F 15.145 12.866 9.633
C 13.763 11.100 10.364
F 14.778 10.275 10.471
C 12.500 10.744 10.803
F 12.444 9.523 11.421
```

## Properties
- Gap between HOMO and LUMO: 6.926 eV
- Max |F|: 2.18 eV Å⁻¹
- Net charge: -1



Entry 8:
A 2-piece molecular cluster, C3H9N2O2 overall. Source: OMol25; level of theory: ωB97M-V/def2-TZVPD.

The geometry in XYZ format:
```
16
C3H9N2O2 (ωB97M-V/def2-TZVPD)
O -0.008 -0.431 -3.794
C 0.150 0.406 -2.944
C -0.009 0.170 -1.445
N 0.297 1.369 -0.695
H 0.515 1.428 -3.184
H -1.047 -0.078 -1.224
H 0.621 -0.708 -1.241
H -0.200 1.274 0.233
H 1.288 1.478 -0.548
N 0.018 -1.572 1.837
C -0.168 -0.119 2.186
O -1.126 0.436 1.429
H 0.096 -2.160 2.654
H -0.858 -1.797 1.390
H -0.405 -0.054 3.277
H 0.835 0.357 2.068
```

## Properties
- Gap between HOMO and LUMO: 7.096 eV
- Max |F|: 0.91 eV Å⁻¹
- Net charge: -1



Entry 9:
C9H4Cl2IrN2O3Ti as an isolated structure in a non-equilibrium geometry. Source: OMol25; level of theory: ωB97M-V/def2-TZVPD.

The geometry in XYZ format:
```
22
C9H4Cl2IrN2O3Ti (ωB97M-V/def2-TZVPD)
Ir -2.122 -0.011 -0.908
Ti -0.573 1.611 0.266
Cl -1.904 2.527 1.790
Cl 0.285 3.116 -1.147
C -0.548 -0.993 -0.413
C -3.755 0.320 0.036
C -2.398 0.720 -2.658
O 0.322 -1.772 -0.347
O -4.763 0.613 0.538
O -2.612 1.181 -3.714
N 1.244 -1.615 5.508
C 1.466 -0.890 4.616
C 1.746 -0.017 3.508
C 2.803 0.888 3.613
C 3.025 1.727 2.521
C 2.172 1.704 1.425
N 1.040 0.944 1.418
C 0.904 -0.005 2.400
H 3.424 0.952 4.517
H 3.826 2.460 2.547
H 2.376 2.281 0.522
H 0.120 -0.751 2.277
```

## Properties
- Gap between HOMO and LUMO (alpha / beta): 7.095 / 4.378 eV
- Spin multiplicity: 6
- Max |F|: 9.36 eV Å⁻¹
- Net charge: +4
- ⟨S²⟩: 8.82



Entry 10:
C3H2DyO4 as an isolated structure in a non-equilibrium geometry. Source: OMol25; level of theory: ωB97M-V/def2-TZVPD.

The geometry in XYZ format:
```
10
C3H2DyO4 (ωB97M-V/def2-TZVPD)
H -1.223 -1.376 1.025
C -2.505 -0.862 -0.726
C -1.310 -0.664 0.179
O -0.716 0.424 0.153
C 1.879 0.799 0.110
O 2.162 -0.317 -0.107
O 2.320 1.882 0.318
O -3.648 -0.845 -0.431
Dy 4.818 2.717 0.617
H -1.778 -1.759 -1.140
```

## Properties
- Gap between HOMO and LUMO (alpha / beta): 4.295 / 3.447 eV
- Spin multiplicity: 7
- Max |F|: 6.24 eV Å⁻¹
- Net charge: +2
- ⟨S²⟩: 12.01



Entry 11:
C40H52ClIrN4OP2S as an isolated structure. Source: OMol25; level of theory: ωB97M-V/def2-TZVPD.

The geometry in XYZ format:
```
102
C40H52ClIrN4OP2S (ωB97M-V/def2-TZVPD)
Ir -0.611 -0.166 -0.698
Cl -2.044 0.934 -2.335
C -0.876 1.782 -3.382
C -1.311 2.888 -4.073
C -0.377 3.543 -4.873
C 0.932 3.089 -4.953
C 1.334 1.966 -4.242
C 0.419 1.286 -3.441
P 0.828 -0.225 -2.552
C 0.359 -1.615 -3.578
C -0.193 -1.420 -4.844
C -0.495 -2.519 -5.635
C -0.240 -3.801 -5.169
C 0.309 -3.997 -3.904
C 0.600 -2.909 -3.101
C 2.579 -0.221 -2.240
C 3.444 -1.115 -2.870
C 4.811 -0.985 -2.668
C 5.305 0.026 -1.857
C 4.439 0.922 -1.235
C 3.077 0.798 -1.424
H -2.330 3.241 -3.997
H -0.683 4.420 -5.428
H 1.647 3.612 -5.574
H 2.355 1.613 -4.312
H -0.371 -0.422 -5.225
H -0.913 -2.372 -6.621
H -0.460 -4.654 -5.797
H 0.522 -4.998 -3.554
H 1.023 -3.063 -2.114
H 3.066 -1.894 -3.520
H 5.490 -1.671 -3.155
H 6.373 0.123 -1.713
H 4.833 1.716 -0.614
H 2.391 1.494 -0.952
C -2.866 -4.020 -1.741
S -2.767 -2.254 -1.938
O -1.472 -1.964 -1.071
C -4.176 -1.685 -1.055
C -4.428 -2.061 0.263
C -5.597 -1.627 0.859
C -6.496 -0.838 0.147
C -6.234 -0.467 -1.164
C -5.063 -0.889 -1.776
H -2.885 -4.271 -0.683
H -1.997 -4.446 -2.238
H -3.782 -4.344 -2.235
H -3.729 -2.683 0.808
H -5.823 -1.918 1.877
H -7.417 -0.520 0.618
H -6.943 0.137 -1.712
H -4.854 -0.628 -2.807
N 0.010 0.296 0.829
P 0.634 0.759 2.359
N 1.943 -0.142 2.598
C 2.682 -0.928 1.594
C 2.572 -2.414 1.898
C 3.055 -2.716 3.313
C 2.311 -1.865 4.338
C 2.411 -0.389 3.990
N 0.917 2.342 2.293
C 2.223 2.972 2.573
C 2.791 3.632 1.327
C 1.781 4.598 0.712
C 0.449 3.897 0.451
C -0.084 3.269 1.733
N -0.519 0.458 3.441
C -1.148 -0.870 3.488
C -2.626 -0.761 3.154
C -3.321 0.239 4.076
C -2.625 1.596 4.020
C -1.146 1.450 4.337
H 3.728 -0.608 1.634
H 2.307 -0.687 0.603
H 3.164 -2.967 1.167
H 1.529 -2.728 1.776
H 4.127 -2.506 3.378
H 2.931 -3.775 3.540
H 2.720 -2.019 5.337
H 1.258 -2.157 4.376
H 3.452 -0.055 4.037
H 1.837 0.231 4.677
H 2.901 2.227 2.986
H 2.050 3.724 3.348
H 3.055 2.856 0.603
H 3.714 4.150 1.589
H 2.176 5.026 -0.210
H 1.617 5.435 1.397
H 0.581 3.112 -0.306
H -0.290 4.602 0.065
H -1.018 2.731 1.566
H -0.283 4.046 2.477
H -1.017 -1.268 4.498
H -0.625 -1.542 2.803
H -3.077 -1.751 3.245
H -2.732 -0.440 2.112
H -3.303 -0.139 5.102
H -4.372 0.344 3.801
H -3.071 2.293 4.730
H -2.745 2.034 3.023
H -1.021 1.082 5.360
H -0.609 2.393 4.262
```

## Properties
- Gap between HOMO and LUMO (alpha / beta): 7.228 / 6.110 eV
- Spin multiplicity: 2
- Max |F|: 0.80 eV Å⁻¹
- Net charge: +3
- ⟨S²⟩: 0.76



Entry 12:
One molecule with the formula C4H7NO. Source: OMol25; level of theory: ωB97M-V/def2-TZVPD.

The geometry in XYZ format:
```
13
C4H7NO (ωB97M-V/def2-TZVPD)
C -0.917 -1.267 0.294
C 0.035 -1.091 -0.859
N 0.943 -0.223 -1.039
C 1.142 0.786 -0.021
C -0.042 1.697 0.238
O -1.063 1.707 -0.402
H -1.937 -1.055 -0.046
H -0.895 -2.304 0.646
H -0.708 -0.608 1.140
H -0.077 -1.828 -1.661
H 1.969 1.441 -0.331
H 1.453 0.355 0.942
H 0.099 2.388 1.098
```

## Properties
- Gap between HOMO and LUMO: 10.358 eV
- Max |F|: 0.50 eV Å⁻¹
- SMILES string: C/C=N\CC=O



- Among the records above, which one has the highest max |F|?
  C9H4Cl2IrN2O3Ti



Please write out number 5 again, unchanged.
A 2-piece molecular cluster, C4H6N2O overall. Source: OMol25; level of theory: ωB97M-V/def2-TZVPD.

The geometry in XYZ format:
```
13
C4H6N2O (ωB97M-V/def2-TZVPD)
C -1.916 0.442 0.419
O -1.551 -0.137 -0.844
C -0.371 0.198 -1.318
N 0.432 1.041 -0.932
N 1.539 1.516 -0.601
C 1.934 -1.368 0.337
C 1.242 -2.283 0.701
H -2.909 0.059 0.656
H -1.195 0.145 1.186
H -1.943 1.533 0.327
H 1.591 2.474 -0.964
H 2.500 -0.514 0.015
H 0.644 -3.109 1.017
```

## Properties
- Gap between HOMO and LUMO (alpha / beta): 9.307 / 9.306 eV
- Max |F|: 0.50 eV Å⁻¹



- What is the formula in the first record?
  C4H17N2O2